A molecular structure, C36H32NO2P2Rh at a distorted geometry. Source: the Open Molecules 2025 dataset; level of theory: wB97M-V/def2-TZVPD.

Structure (ORCA input):
```
! RIJCOSX wB97M-V def2-TZVPD def2/J DEFGRID3
* xyz 2 5
C -1.7608 -2.5905 -2.9357
C -0.7774 -1.6106 -3.1233
C 0.2987 -1.8374 -3.9951
C 0.3461 -3.0127 -4.7356
C -0.6715 -3.9570 -4.5936
C -1.7089 -3.7641 -3.6773
P -0.8383 -0.0828 -2.1567
C 0.0941 1.1239 -3.1548
C 1.3583 1.5686 -2.7397
C 2.1023 2.4103 -3.5703
C 1.5712 2.8412 -4.7898
C 0.2873 2.4353 -5.1811
C -0.4556 1.5868 -4.3554
Rh -0.1081 -0.2894 -0.2058
P 0.2183 -2.2433 0.4195
C 1.2949 -3.1188 -0.7519
C 0.9617 -4.3814 -1.2460
C 1.8407 -5.0468 -2.0964
C 3.0258 -4.4244 -2.5009
C 3.3248 -3.1262 -2.0738
C 2.4610 -2.4680 -1.1970
C 1.1026 -2.3286 2.0209
C 0.5549 -1.6188 3.1019
C 1.2518 -1.5521 4.3139
C 2.4836 -2.2032 4.4561
C 3.0125 -2.9366 3.3890
C 2.3229 -2.9939 2.1724
C -1.3140 -3.1729 0.6917
C -2.5634 -2.5490 0.5447
C -3.7277 -3.2877 0.7704
C -3.6376 -4.6189 1.1909
C -2.3877 -5.2206 1.3957
C -1.2234 -4.4916 1.1516
C -2.5732 0.4667 -2.2110
C -3.4329 0.0782 -3.2454
C -4.7596 0.5145 -3.2491
C -5.2279 1.3388 -2.2186
C -4.3683 1.7397 -1.1891
C -3.0366 1.3175 -1.1922
H -0.4232 -1.1420 3.0156
H 0.8239 -0.9790 5.1381
H 3.0218 -2.1457 5.4037
H 3.9549 -3.4715 3.4984
H 2.7247 -3.5646 1.3391
H 0.0269 -4.8492 -0.9486
H 1.5918 -6.0531 -2.4315
H 3.7143 -4.9499 -3.1631
H 4.2316 -2.6181 -2.4149
H 2.6768 -1.4474 -0.8659
H -2.6183 -1.4894 0.2749
H -4.6975 -2.8066 0.6264
H -4.5490 -5.1855 1.3830
H -2.3021 -6.2485 1.7497
H -0.2391 -4.9340 1.3229
H -3.0698 -0.5649 -4.0464
H -5.4160 0.2038 -4.0601
H -6.2653 1.6749 -2.2205
H -4.7244 2.3862 -0.3813
H -2.3536 1.6517 -0.4042
H 1.7494 1.2779 -1.7641
H 3.0938 2.7376 -3.2525
H 2.1488 3.5070 -5.4333
H -0.1419 2.7820 -6.1217
H -1.4650 1.2915 -4.6425
H 1.0758 -1.0799 -4.1190
H 1.1763 -3.1830 -5.4290
H -0.6381 -4.8618 -5.1949
H -2.4784 -4.5210 -3.5365
H -2.5800 -2.4229 -2.2365
H -1.4031 -6.4224 -4.4600
H -2.0372 -6.1841 -4.1445
O 0.3331 1.0737 2.3815
N 0.2120 0.9883 1.1778
O 0.1466 1.9625 0.3700
*
```

The relative energy (zero: lowest compared OMol25 entry of this formula, charge and spin) is 18.4 kcal/mol. As for the expectation value of S²: 6.031. Its gap between HOMO and LUMO (alpha / beta) is 0.2503 / 0.1213 Ha. The value obtained for the LUMO energy (alpha / beta) is -6.2 / -11.0 eV. Its total energy is -64998.7259 eV.